Density functional theory data (ωB97M-V with the def2-TZVPD basis set) for 2 unconnected molecules or ions with the total composition C5H14N2S.

Multiplicity: 2
Charge: -1
E_tot: -706.52245 hartree
Expectation value of S²: 0.7506
Energy above the lowest of the compared OMol25 structures with the same formula, charge and spin: 28.26 kcal per mole

Last column: Mulliken charge in e.
Geometry (Å):
S -0.77769 0.60625 1.38983  -0.32
N -0.79357 -2.33088 -3.55767  -0.61
N 1.13035 -1.43818 -0.49092  -0.60
C -0.37883 -0.15626 2.97887  -1.06
C 0.56841 -1.99341 -1.63629  -0.36
C 0.29645 2.06491 1.50451  -0.76
C 0.06896 2.97173 0.28652  -1.13
C -0.45990 -1.57924 -2.37808  -0.30
H 1.80652 -2.03268 -0.04636  0.50
H 0.45170 -0.87230 2.95745  0.43
H 0.41516 -1.18740 0.19905  0.03
H 1.09654 -2.86726 -2.01660  0.20
H 0.30483 4.00780 0.52995  0.35
H 1.33230 1.72284 1.54366  0.43
H -0.99434 2.95770 0.03624  0.29
H -0.14473 0.65748 3.67374  0.41
H -0.56739 -1.79267 -4.38229  0.21
H 0.64752 2.58467 -0.54925  0.26
H -1.25026 -0.71436 3.32098  -0.07
H -1.78461 -2.52846 -3.63432  0.25
H -1.02389 -0.67812 -2.15097  0.39
H 0.05647 2.59785 2.42195  0.46